Here is a cluster of 7 separate species, C14H28Cl14 in total in a non-equilibrium geometry from the OMol25 dataset. Energies are from ωB97M-V/def2-TZVPD.

Last column: natural (NBO) charge in e.
Geometry (Å):
H (-0.291, -1.744, 2.945)  0.226
H (-3.055, 5.256, -1.070)  0.221
H (-1.907, 6.531, -1.697)  0.224
H (8.361, -1.818, 1.569)  0.225
Cl (7.291, -1.297, -0.542)  -0.065
H (-8.848, -0.404, -5.029)  0.216
H (8.819, -0.337, 0.886)  0.219
H (-0.661, 0.396, 1.731)  0.227
H (6.055, -0.882, 2.152)  0.220
H (-7.482, 0.567, 3.309)  0.221
C (4.074, -7.440, 4.521)  -0.389
H (3.361, 5.196, -2.429)  0.217
H (4.520, 3.200, -3.079)  0.225
C (4.534, 3.972, -3.848)  -0.395
Cl (3.442, -6.017, 5.402)  -0.058
Cl (6.477, -6.341, 4.137)  -0.070
H (4.531, -6.160, 2.752)  0.229
C (-0.364, -0.467, 1.135)  -0.366
H (-7.412, 0.955, -3.516)  0.229
H (-7.622, 0.137, 1.643)  0.223
H (7.239, 0.093, 2.974)  0.228
Cl (5.570, 6.118, -2.252)  -0.086
H (4.462, -8.160, 5.241)  0.232
H (3.731, 6.052, -3.861)  0.219
H (-1.276, -0.908, 0.733)  0.227
H (-8.134, -0.568, -2.795)  0.220
H (-6.291, -2.062, 2.123)  0.229
H (-2.013, 3.519, -2.287)  0.225
C (7.931, -0.930, 1.104)  -0.381
Cl (-3.250, 4.922, -3.715)  -0.088
C (-2.045, 5.490, -1.407)  -0.387
H (5.454, 4.019, -4.431)  0.228
C (0.288, -1.544, 2.043)  -0.394
H (-7.714, -1.745, 3.179)  0.223
Cl (6.352, 1.312, 1.235)  -0.042
H (5.334, -7.662, 2.634)  0.227
Cl (-5.512, 1.023, 2.111)  -0.068
C (4.981, -6.939, 3.369)  -0.389
Cl (3.197, 3.562, -4.917)  -0.050
H (1.325, -1.401, 2.346)  0.229
C (-1.852, 4.558, -2.573)  -0.349
Cl (-0.966, 5.161, -0.010)  -0.067
C (-7.422, -0.135, -3.498)  -0.388
C (-6.965, 0.041, 2.507)  -0.381
H (-7.546, -1.671, -5.032)  0.227
Cl (-5.908, -0.926, -3.017)  -0.060
C (4.162, 5.344, -3.154)  -0.358
Cl (0.310, -3.207, 1.417)  -0.072
Cl (-7.096, 0.286, -6.232)  -0.036
Cl (-5.715, -1.587, 4.307)  -0.045
Cl (0.822, 0.118, -0.145)  -0.077
C (-7.785, -0.614, -4.911)  -0.407
C (6.885, -0.196, 1.985)  -0.403
H (-0.867, 4.696, -3.017)  0.221
C (-6.722, -1.406, 2.878)  -0.403
H (3.213, -7.956, 4.094)  0.218

LUMO level ... 0.30 eV
SMILES ... ClCCCl.ClCCCl.ClCCCl.ClCCCl.ClCCCl.ClCCCl.ClCCCl
Energy relative to the best compared isomer or geometry (same formula, charge and spin) ... 2.006 eV
Maximum force ... 0.0385 hartree/bohr
Spin multiplicity ... 1
Electronic energy ... -190286.2161 eV
Highest occupied orbital energy ... -10.6312 eV